1.
{"formula": "C50H65As2BrFKN5O6P", "method": "wB97M-V/def2-TZVPD", "e_tot_ev": -292693.8739, "e_above_lowest_kcal_mol": 0.0, "total_charge": -2, "lumo_energy_ev": 3.21, "spin_multiplicity": 1, "species": ["K", "O", "C", "C", "C", "N", "C", "C", "C", "O", "O", "C", "O", "O", "H", "H", "H", "C", "As", "C", "C", "C", "C", "C", "C", "C", "As", "C", "C", "H", "H", "H", "H", "H", "H", "H", "H", "H", "H", "H", "H", "H", "H", "H", "H", "C", "C", "C", "C", "C", "C", "C", "Br", "C", "O", "C", "C", "C", "C", "C", "C", "H", "H", "H", "H", "H", "H", "H", "H", "H", "H", "H", "H", "H", "H", "H", "H", "H", "H", "H", "H", "F", "C", "C", "C", "C", "C", "C", "C", "H", "H", "H", "H", "H", "H", "C", "N", "C", "N", "C", "N", "C", "P", "C", "C", "H", "H", "H", "H", "H", "H", "H", "H", "H", "H", "H", "H", "H", "C", "C", "C", "C", "N", "C", "C", "H", "H", "H", "H", "H", "H", "H"], "xyz": [[0.132, 1.322, -0.946], [1.265, 4.553, -6.946], [0.979, 3.930, -5.755], [0.985, 4.617, -4.554], [0.675, 3.922, -3.391], [0.384, 2.626, -3.406], [0.399, 1.967, -4.564], [0.686, 2.575, -5.775], [0.081, 0.474, -4.481], [0.249, -0.232, -5.508], [-0.313, 0.068, -3.366], [0.675, 4.664, -2.034], [1.067, 5.846, -2.084], [0.279, 4.010, -1.042], [1.435, 5.480, -6.752], [1.224, 5.671, -4.478], [0.683, 2.000, -6.689], [-2.701, 4.719, 0.222], [-2.669, 2.811, 0.671], [-4.595, 2.469, 0.542], [-2.539, 3.024, 2.639], [-3.681, 3.297, 3.393], [-3.634, 3.410, 4.775], [-2.424, 3.260, 5.434], [-1.277, 2.999, 4.698], [-1.314, 2.874, 3.309], [0.314, 2.430, 2.294], [1.419, 1.691, 3.736], [1.119, 4.216, 2.235], [-3.351, 5.283, 0.893], [-3.058, 4.815, -0.804], [-1.679, 5.097, 0.248], [-5.198, 3.334, 0.821], [-4.854, 1.617, 1.172], [-4.799, 2.194, -0.496], [-4.636, 3.413, 2.896], [-4.542, 3.611, 5.332], [-2.370, 3.343, 6.514], [-0.336, 2.882, 5.221], [1.645, 2.416, 4.521], [2.351, 1.357, 3.276], [0.928, 0.816, 4.163], [1.053, 4.727, 3.198], [0.635, 4.790, 1.446], [2.167, 4.098, 1.953], [4.902, -2.851, 5.023], [5.610, -1.865, 4.093], [6.153, -0.713, 4.952], [6.793, -2.594, 3.438], [4.673, -1.324, 3.017], [3.350, -1.726, 2.877], [2.574, -1.208, 1.863], [0.741, -1.740, 1.773], [3.009, -0.263, 0.879], [2.258, 0.131, -0.058], [4.364, 0.193, 1.089], [5.125, -0.367, 2.104], [5.041, 1.265, 0.213], [4.106, 2.051, -0.719], [6.109, 0.588, -0.659], [5.724, 2.312, 1.111], [5.599, -3.200, 5.791], [4.537, -3.722, 4.477], [4.052, -2.382, 5.523], [6.831, -1.091, 5.724], [5.331, -0.184, 5.438], [6.699, 0.011, 4.346], [7.476, -2.992, 4.196], [7.357, -1.920, 2.791], [6.433, -3.422, 2.823], [2.897, -2.439, 3.554], [6.153, -0.030, 2.202], [3.642, 1.414, -1.466], [4.696, 2.823, -1.224], [3.303, 2.544, -0.170], [5.643, -0.147, -1.320], [6.853, 0.071, -0.048], [6.623, 1.329, -1.280], [4.988, 2.793, 1.758], [6.187, 3.084, 0.489], [6.502, 1.882, 1.745], [-7.601, -3.860, -3.801], [-6.770, -2.793, -3.485], [-6.276, -2.660, -2.205], [-5.440, -1.599, -1.890], [-5.046, -0.596, -2.849], [-4.170, 0.430, -2.545], [-5.616, -0.800, -4.160], [-6.444, -1.860, -4.460], [-6.557, -3.385, -1.447], [-5.101, -1.484, -0.867], [-3.797, 1.106, -3.304], [-3.626, 0.397, -1.608], [-5.363, -0.091, -4.941], [-6.841, -1.982, -5.463], [0.186, -4.886, -3.219], [0.431, -3.551, -3.891], [-0.793, -3.193, -4.775], [-1.993, -3.285, -4.031], [-2.138, -4.573, -3.389], [-1.029, -4.884, -2.478], [-0.985, -3.943, -1.330], [-0.769, -2.139, -1.797], [0.700, -2.488, -2.869], [-2.125, -2.179, -3.068], [1.043, -5.077, -2.570], [0.140, -5.633, -4.015], [1.237, -3.617, -4.510], [-0.773, -3.927, -5.586], [-0.603, -2.176, -5.140], [-2.176, -5.357, -4.153], [-3.071, -4.579, -2.827], [-0.174, -4.249, -0.663], [-1.917, -4.054, -0.772], [1.526, -2.831, -2.241], [0.967, -1.576, -3.393], [-2.144, -1.226, -3.585], [-3.086, -2.281, -2.556], [-4.406, -3.828, 3.245], [-3.741, -2.556, 2.797], [-3.678, -2.209, 1.454], [-3.027, -1.040, 1.084], [-2.443, -0.222, 1.955], [-2.514, -0.546, 3.241], [-3.146, -1.690, 3.707], [-5.186, -4.130, 2.546], [-4.851, -3.713, 4.234], [-3.677, -4.640, 3.301], [-4.142, -2.830, 0.697], [-2.971, -0.750, 0.040], [-2.041, 0.144, 3.934], [-3.170, -1.902, 4.769]], "atomic_forces_ev_per_a": [[-0.085, -0.015, -0.099], [0.001, 0.013, 0.007], [0.011, 0.013, -0.034], [-0.024, -0.002, -0.016], [0.025, -0.067, -0.046], [0.065, 0.015, 0.075], [-0.019, 0.059, 0.001], [0.009, -0.033, 0.015], [-0.028, -0.122, -0.159], [0.071, 0.056, 0.061], [0.051, 0.145, 0.132], [-0.004, 0.170, 0.057], [-0.033, -0.017, 0.005], [0.068, -0.024, -0.002], [0.000, -0.004, 0.002], [-0.004, 0.004, 0.012], [0.003, -0.005, 0.002], [-0.002, 0.035, -0.030], [0.146, -0.048, 0.076], [-0.028, -0.021, -0.040], [0.004, 0.001, -0.008], [-0.007, 0.015, -0.003], [0.010, -0.005, 0.009], [-0.009, 0.002, -0.012], [0.003, 0.004, -0.007], [-0.011, 0.000, 0.022], [0.000, -0.092, -0.218], [0.032, -0.006, 0.023], [0.010, 0.034, 0.003], [-0.002, -0.011, 0.010], [-0.004, -0.015, 0.001], [-0.003, 0.001, 0.005], [0.006, 0.003, 0.003], [-0.001, 0.001, -0.001], [-0.024, 0.005, 0.014], [0.004, 0.000, -0.005], [0.002, -0.001, 0.002], [0.000, 0.001, 0.001], [0.004, 0.000, -0.003], [-0.003, 0.006, -0.001], [0.009, -0.002, 0.017], [0.003, -0.004, -0.001], [-0.018, -0.017, 0.006], [-0.003, -0.009, -0.003], [0.000, -0.012, 0.006], [0.006, 0.003, -0.006], [-0.007, -0.009, 0.004], [-0.014, -0.002, 0.008], [-0.005, 0.007, -0.008], [-0.013, -0.019, 0.002], [0.031, 0.031, 0.004], [-0.067, 0.018, -0.026], [0.053, -0.038, -0.049], [0.056, 0.080, 0.029], [-0.077, -0.157, -0.038], [0.016, 0.013, 0.025], [0.007, 0.018, 0.007], [-0.021, 0.009, -0.002], [-0.007, -0.029, 0.049], [0.005, -0.012, -0.016], [0.027, 0.001, -0.004], [-0.003, -0.005, 0.000], [-0.003, 0.002, 0.000], [0.004, -0.003, 0.006], [0.001, 0.002, 0.000], [0.003, 0.000, 0.002], [-0.001, 0.001, -0.001], [0.003, 0.003, 0.002], [-0.001, -0.006, -0.004], [0.007, -0.003, 0.003], [0.003, -0.001, 0.004], [-0.011, -0.019, -0.001], [-0.002, -0.008, -0.005], [-0.011, 0.000, 0.006], [-0.013, 0.000, -0.004], [0.000, 0.001, 0.001], [-0.003, 0.003, 0.000], [0.002, -0.002, -0.003], [-0.002, -0.001, 0.000], [0.003, 0.003, 0.006], [-0.001, 0.024, -0.012], [-0.006, -0.001, -0.007], [-0.013, -0.009, -0.042], [0.047, 0.024, 0.056], [-0.051, -0.025, -0.018], [0.054, -0.020, -0.028], [-0.028, -0.178, 0.002], [0.003, 0.016, 0.032], [0.010, 0.003, -0.012], [0.005, 0.009, 0.009], [0.004, -0.006, 0.030], [-0.026, -0.017, -0.026], [-0.059, 0.184, 0.051], [-0.012, -0.005, -0.010], [0.003, 0.008, 0.000], [-0.029, 0.007, 0.007], [0.000, 0.005, -0.037], [-0.004, 0.005, 0.042], [0.049, 0.030, -0.040], [-0.027, -0.017, -0.008], [0.054, -0.003, 0.004], [0.039, 0.006, 0.011], [-0.347, -0.045, 0.057], [0.065, 0.012, 0.054], [0.022, 0.024, 0.003], [0.000, -0.001, 0.003], [0.000, 0.000, -0.002], [0.008, 0.005, 0.012], [-0.005, -0.008, 0.005], [-0.007, -0.007, -0.004], [-0.001, 0.001, -0.003], [-0.003, 0.005, 0.000], [-0.002, 0.001, 0.012], [-0.001, -0.009, -0.007], [0.013, 0.015, -0.013], [0.015, 0.002, -0.006], [0.000, 0.000, -0.021], [0.039, -0.009, 0.012], [0.005, 0.007, 0.001], [0.003, -0.009, 0.008], [0.002, -0.014, -0.005], [0.077, -0.058, 0.023], [-0.081, 0.116, 0.013], [0.011, -0.027, 0.012], [0.024, 0.002, -0.001], [-0.001, 0.002, -0.001], [0.000, -0.003, 0.000], [0.001, 0.001, 0.000], [-0.003, 0.007, -0.010], [-0.020, 0.007, -0.011], [-0.017, 0.005, -0.005], [0.003, 0.007, -0.002]], "mulliken_charge": [1.45, -0.59, 0.98, -0.48, -0.36, 0.40, -0.25, -0.49, -0.23, -0.90, 0.24, -0.31, -0.85, -0.10, 0.29, 0.41, 0.52, -1.21, 1.36, -1.47, -0.28, -0.66, -0.83, -0.77, -0.48, -0.41, 1.48, -1.23, -1.17, 0.42, 0.39, 0.20, 0.48, 0.35, 0.33, 0.25, 0.38, 0.38, 0.25, 0.52, 0.04, 0.32, 0.47, 0.19, 0.31, -2.21, 1.97, -1.61, -1.66, -0.08, 0.12, -0.28, -0.13, 0.39, -0.56, -0.30, -0.75, 2.37, -2.07, -1.79, -1.78, 0.44, 0.38, 0.39, 0.45, 0.33, 0.31, 0.47, 0.30, 0.33, 0.45, 0.13, 0.25, 0.52, 0.16, 0.31, 0.28, 0.48, 0.23, 0.50, 0.36, -0.41, 0.39, -0.45, -0.50, 0.61, -1.11, -0.71, -0.52, 0.39, 0.41, 0.06, 0.27, 0.32, 0.37, -0.82, 0.15, -0.64, 0.33, -1.11, 0.18, -1.33, 1.49, -1.15, -0.74, 0.40, 0.36, 0.35, 0.27, 0.35, 0.29, 0.40, 0.47, 0.43, 0.43, 0.30, 0.47, -0.01, -1.60, 0.65, -0.33, -0.74, 0.93, -0.11, -1.13, 0.37, 0.39, 0.29, 0.41, 0.31, 0.11, 0.39]}

2.
{"formula": "C4H5F", "method": "wB97M-V/def2-TZVPD", "e_tot_ev": -6941.3454, "e_above_lowest_kcal_mol": 89.3, "lumo_energy_ev": -0.27, "spin_multiplicity": 1, "species": ["C", "C", "C", "C", "F", "H", "H", "H", "H", "H"], "xyz": [[-0.985, 0.214, -1.133], [-1.521, 0.792, -0.112], [1.098, -0.763, -0.563], [1.915, -0.088, 0.235], [2.943, 0.626, -0.239], [-1.233, 0.825, 0.926], [-2.414, 1.362, -0.332], [0.329, -1.382, -0.142], [1.289, -0.854, -1.617], [1.830, 0.002, 1.310]], "atomic_forces_ev_per_a": [[-0.199, 0.194, -0.491], [-0.114, 0.262, 0.695], [0.847, -0.215, 0.189], [-0.460, -0.045, -0.122], [0.075, -0.006, -0.079], [0.276, -0.108, 0.052], [-0.313, 0.008, -0.358], [-0.111, -0.181, 0.229], [0.037, 0.104, -0.117], [-0.039, -0.013, 0.004]], "nbo_charge": [0.18, -0.80, -0.52, 0.27, -0.33, 0.26, 0.28, 0.24, 0.24, 0.17]}